Entry 1:
ORCA calculation (ωB97M-V/def2-TZVPD) on a 2-piece molecular cluster, C3H8Si2 overall.

```
13
Properties=species:S:1:pos:R:3:nbo_charge:R:1
C 0.494 -0.690 2.388 -0.17
C -0.426 0.188 1.680 -0.44
C 0.611 -0.672 1.077 -0.38
Si 1.357 -1.286 -0.473 0.85
Si -1.492 2.434 -1.582 0.58
H 0.704 -0.839 3.402 0.23
H -0.179 1.273 1.435 0.17
H 1.511 -0.175 -1.476 -0.14
H 0.159 -2.153 -0.792 -0.15
H 2.678 -2.049 -0.417 -0.14
H -2.317 2.794 -0.509 -0.30
H -2.540 2.644 -2.687 -0.28
H -1.466 -0.031 1.361 0.17
```

Energy above the lowest of the compared OMol25 structures with the same formula, charge and spin, eV: 4.739
Highest occupied orbital energy, eV: -8.69
Total charge: 0
Gap between HOMO and LUMO, hartree: 0.280
LUMO energy, eV: -1.07

=====

Entry 2:
ORCA calculation (ωB97M-V/def2-TZVPD) on C26H24F5GdNOP2 as an isolated structure.

```
60
Properties=species:S:1:pos:R:3:lowdin_spin:R:1
C -1.447 3.304 -3.642 0.00
C -1.322 1.991 -3.192 0.01
C -0.011 1.451 -3.039 0.00
C 1.112 2.245 -3.293 0.01
C 0.956 3.570 -3.696 0.00
C -0.318 4.095 -3.886 0.01
C 2.477 1.650 -2.968 0.00
C 2.466 0.163 -3.317 0.01
C 1.297 -0.547 -3.036 0.00
C 1.282 -1.967 -3.140 0.01
C 2.461 -2.619 -3.501 0.00
C 3.621 -1.897 -3.802 0.01
C 3.615 -0.506 -3.732 0.00
H -2.447 3.721 -3.780 0.00
H 1.857 4.175 -3.851 0.00
H -0.443 5.126 -4.219 0.00
H 3.247 2.158 -3.560 0.00
H 2.473 -3.709 -3.533 0.00
H 4.531 -2.427 -4.083 0.00
H 4.505 0.086 -3.979 0.00
N 0.192 0.159 -2.503 0.06
Gd -0.015 0.053 -0.359 6.82
C -2.533 1.181 -2.781 0.01
H -2.512 0.175 -3.228 0.00
H -3.466 1.691 -3.059 0.00
C 0.041 -2.741 -2.752 0.01
H -0.850 -2.342 -3.259 0.00
H 0.150 -3.809 -2.984 0.00
P -2.561 0.944 -0.942 0.03
P -0.274 -2.602 -0.929 0.03
C 1.107 -3.598 -0.286 0.01
H 1.015 -3.659 0.804 0.00
H 1.068 -4.608 -0.721 0.00
H 2.066 -3.129 -0.534 0.00
C -1.710 -3.668 -0.683 0.01
H -1.473 -4.693 -0.995 0.00
H -1.975 -3.658 0.381 0.00
H -2.560 -3.281 -1.261 0.00
C -2.955 2.631 -0.378 0.00
H -3.961 2.910 -0.722 0.00
H -2.925 2.655 0.719 0.00
H -2.223 3.349 -0.759 0.00
C -4.120 0.072 -0.640 0.01
H -4.220 -0.081 0.442 0.00
H -4.967 0.666 -1.011 0.00
H -4.096 -0.911 -1.131 0.00
C 2.793 1.822 -1.534 0.00
O 2.089 1.366 -0.613 -0.01
H 3.741 2.412 -1.561 0.00
F -0.703 -3.165 2.403 0.00
C -1.137 -1.889 2.649 0.00
C -0.763 -0.833 1.842 -0.01
C -1.089 0.434 2.313 0.00
F -0.523 1.557 1.657 -0.01
C -1.921 0.674 3.405 0.00
F -2.315 1.932 3.704 0.00
C -2.372 -0.424 4.138 0.00
F -3.200 -0.255 5.190 0.00
C -1.949 -1.704 3.775 0.00
F -2.331 -2.769 4.511 0.00
```

Highest occupied orbital energy (alpha / beta), eV: -10.62 / -10.54
<S²>: 16.05
Total charge: +1
Gap between HOMO and LUMO (alpha / beta), hartree: 0.266 / 0.200
LUMO energy (alpha / beta), eV: -3.37 / -5.09
Multiplicity: 8

=====

Entry 3:
ORCA calculation (ωB97M-V/def2-TZVPD) on one molecule with the formula C2H2ClNO2.

```
8
Properties=species:S:1:pos:R:3:nbo_charge:R:1
C -0.180 0.487 0.080 -0.15
C -1.013 -0.712 -0.215 -0.14
N 1.286 0.297 0.212 0.49
O 1.726 -0.827 0.367 -0.38
O 1.963 1.318 0.155 -0.38
Cl -2.660 -0.456 -0.462 0.07
H -0.408 1.528 0.312 0.25
H -0.716 -1.635 -0.448 0.22
```

Energy above the lowest of the compared OMol25 structures with the same formula, charge and spin, eV: 4.245
Highest occupied orbital energy, eV: -10.30
Total charge: 0
Gap between HOMO and LUMO, hartree: 0.338
LUMO energy, eV: -1.11

=====

Entry 4:
ORCA calculation (ωB97M-V/def2-TZVPD) on C22H18N2O6PbTe as an isolated structure.

```
50
Properties=species:S:1:pos:R:3:nbo_charge:R:1
Pb 0.034 0.865 0.253 1.58
O -3.695 3.050 1.003 -0.62
C -2.819 2.219 0.844 0.75
O -1.549 2.378 0.977 -0.85
C -3.290 0.817 0.425 0.11
C -4.639 0.483 0.499 -0.19
C -5.036 -0.780 0.104 -0.16
C -4.082 -1.675 -0.369 -0.19
C -2.767 -1.266 -0.406 0.07
N -2.381 -0.041 -0.020 -0.50
C -1.710 -2.186 -0.938 0.76
O -1.937 -3.304 -1.331 -0.58
O -0.502 -1.638 -0.893 -0.77
H -5.329 1.229 0.869 0.26
H -6.075 -1.074 0.163 0.23
H -4.333 -2.675 -0.696 0.25
O 3.100 -0.139 3.270 -0.64
C 2.093 0.111 2.630 0.75
O 1.991 0.762 1.532 -0.85
C 0.768 -0.417 3.190 0.12
C 0.739 -0.944 4.472 -0.21
C -0.461 -1.394 4.987 -0.14
C -1.596 -1.329 4.190 -0.25
C -1.484 -0.803 2.920 0.05
N -0.326 -0.344 2.425 -0.54
H 1.668 -0.979 5.022 0.26
H -0.521 -1.789 5.994 0.22
H -2.556 -1.677 4.545 0.23
H -2.354 -0.747 2.281 0.20
C 3.423 3.337 -2.470 -0.63
C 2.865 1.945 -2.355 0.03
C 3.555 0.943 -1.698 -0.24
C 3.049 -0.351 -1.577 0.12
C 3.876 -1.355 -0.813 -0.67
C 1.818 -0.643 -2.180 -0.39
Te 0.952 -2.555 -2.008 0.86
C 1.110 0.350 -2.891 -0.02
C -0.199 0.087 -3.596 -0.64
C 1.639 1.630 -2.939 -0.24
H 4.295 3.472 -1.831 0.22
H 2.672 4.078 -2.193 0.23
H 3.720 3.543 -3.500 0.23
H 4.519 1.164 -1.250 0.22
H 4.659 -1.771 -1.451 0.22
H 3.274 -2.179 -0.439 0.23
H 4.358 -0.877 0.039 0.25
H -0.992 -0.173 -2.890 0.22
H -0.105 -0.737 -4.303 0.23
H -0.521 0.975 -4.138 0.22
H 1.084 2.405 -3.460 0.21
```

Energy above the lowest of the compared OMol25 structures with the same formula, charge and spin, eV: 0.000
Highest occupied orbital energy, eV: -8.78
Total charge: 0
Gap between HOMO and LUMO, hartree: 0.287
LUMO energy, eV: -0.98

=====

Entry 5:
ORCA calculation (ωB97M-V/def2-TZVPD) on one molecule with the formula C19H18Cl2N2O5.

```
46
Properties=species:S:1:pos:R:3:nbo_charge:R:1
C -4.413 -4.246 0.924 -0.25
H -4.935 -4.964 0.280 0.17
O -3.346 -3.636 0.240 -0.54
C -3.683 -3.065 -1.000 -0.08
C -4.506 -1.774 -0.903 -0.12
H -5.422 -1.934 -0.328 0.19
H -4.759 -1.428 -1.911 0.23
O -3.763 -0.768 -0.234 -0.53
C -3.338 0.290 -0.962 0.79
O -3.647 0.443 -2.124 -0.63
C -2.498 1.169 -0.158 -0.27
C -1.981 2.347 -0.591 0.33
N -1.203 3.090 0.255 -0.62
C -1.071 2.870 1.619 0.79
O -0.503 3.663 2.333 -0.62
N -1.704 1.757 2.065 -0.61
H -1.553 1.545 3.040 0.41
C -2.060 0.649 1.201 -0.09
C -0.892 -0.271 0.967 0.27
C -0.775 -1.633 0.952 -0.30
C 0.560 -1.904 0.586 -0.28
C 1.170 -0.686 0.393 0.25
C 2.530 -0.367 0.004 -0.10
C 3.529 -1.325 0.200 -0.15
C 4.836 -1.069 -0.164 -0.06
C 5.195 0.147 -0.727 -0.22
C 4.219 1.103 -0.929 -0.21
C 2.902 0.854 -0.574 -0.02
Cl 1.742 2.084 -0.897 0.02
H 4.474 2.054 -1.370 0.23
H 6.219 0.341 -1.002 0.23
Cl 6.040 -2.278 0.095 0.01
H 3.273 -2.269 0.652 0.22
O 0.277 0.302 0.624 -0.41
H 0.998 -2.872 0.460 0.23
H -1.548 -2.346 1.149 0.25
H -2.867 0.080 1.672 0.25
H -0.790 3.947 -0.086 0.42
C -2.186 2.954 -1.936 -0.68
H -1.224 3.042 -2.439 0.23
H -2.610 3.952 -1.834 0.22
H -2.845 2.337 -2.537 0.28
H -2.727 -2.840 -1.480 0.20
H -4.239 -3.786 -1.617 0.17
H -3.971 -4.772 1.768 0.20
H -5.136 -3.514 1.300 0.16
```

Energy above the lowest of the compared OMol25 structures with the same formula, charge and spin, eV: 0.107
Highest occupied orbital energy, eV: -8.08
Total charge: 0
Gap between HOMO and LUMO, hartree: 0.310
LUMO energy, eV: 0.36

=====

Entry 6:
ORCA calculation (ωB97M-V/def2-TZVPD) on C48H64HgN6O3S as an isolated structure.

```
123
Properties=species:S:1:pos:R:3:lowdin_spin:R:1
Hg -2.051 1.134 -1.901 0.00
C 4.954 -3.547 0.472 0.00
C 4.960 -3.125 1.882 0.00
C 4.659 -4.338 2.647 0.00
C 4.407 -5.386 1.730 0.00
C 4.542 -4.865 0.360 0.00
C 4.313 -5.661 -0.886 0.00
C 3.002 -6.617 -0.799 0.00
C 5.478 -6.612 -1.075 0.00
C 4.078 -4.766 -2.064 0.00
C 4.723 -4.612 4.185 0.00
C 3.477 -3.855 4.855 0.00
C 5.901 -3.991 4.934 0.00
C 4.654 -6.173 4.451 0.00
C 5.311 -1.702 2.244 0.00
C 4.608 -1.109 3.372 0.00
C 4.882 -0.829 0.984 0.00
C 6.795 -1.410 2.324 0.00
H 5.300 -3.000 -0.390 0.00
H 4.364 -6.417 1.931 0.00
H 3.052 -7.369 0.010 0.00
H 2.951 -7.144 -1.792 0.00
H 2.150 -6.018 -0.535 0.00
H 5.290 -7.484 -0.428 0.00
H 6.462 -6.167 -0.941 0.00
H 5.379 -7.028 -2.071 0.00
H 3.210 -4.119 -2.048 0.00
H 4.129 -5.378 -2.932 0.00
H 4.914 -4.082 -2.130 0.00
H 3.666 -2.762 5.086 0.00
H 3.307 -4.400 5.807 0.00
H 2.540 -3.867 4.347 0.00
H 5.796 -2.894 4.948 0.00
H 6.867 -4.289 4.553 0.00
H 5.862 -4.358 5.999 0.00
H 3.934 -6.818 3.935 0.00
H 4.525 -6.362 5.529 0.00
H 5.663 -6.614 4.276 0.00
H 3.455 -1.284 3.236 0.00
H 4.933 -0.046 3.350 0.00
H 4.928 -1.620 4.293 0.00
H 3.873 -1.080 0.657 0.00
H 5.651 -0.880 0.099 0.00
H 4.749 0.249 1.276 0.00
H 7.321 -2.039 3.045 0.00
H 6.963 -0.374 2.648 0.00
H 7.467 -1.566 1.427 0.00
O 1.327 1.962 -8.818 0.05
N 1.434 2.223 -7.630 0.06
O 2.235 3.098 -7.244 0.07
C 0.645 1.592 -6.661 0.08
C 0.293 0.277 -6.989 0.20
C -0.448 -0.474 -6.023 0.04
C -0.783 -1.838 -6.213 0.05
C -1.415 -2.584 -5.269 0.00
C -1.728 -1.879 -4.089 0.08
N -1.575 -0.549 -3.913 -0.02
C -0.910 0.163 -4.875 0.07
C -0.581 1.617 -4.578 -0.03
N -1.077 2.164 -3.443 0.03
C -0.774 3.474 -3.218 0.13
C 0.140 4.178 -3.981 0.03
C 0.510 3.711 -5.203 0.13
C 0.236 2.319 -5.509 0.00
H 0.514 0.001 -8.048 0.01
H -0.578 -2.129 -7.218 0.00
H -1.661 -3.670 -5.369 0.00
H -2.221 -2.340 -3.231 0.01
H -1.136 4.040 -2.338 0.01
H 0.381 5.154 -3.661 0.00
H 1.071 4.337 -5.916 0.01
C -0.872 -0.243 3.376 0.00
C -0.530 0.867 2.670 0.00
C -1.204 1.115 1.428 0.00
C -2.259 0.246 1.022 0.00
C -2.932 0.419 -0.166 0.00
C -4.064 -0.309 -0.564 0.00
C -4.453 -1.323 0.385 0.00
C -3.839 -1.532 1.602 0.00
C -2.708 -0.776 1.973 0.00
C -1.942 -1.055 3.039 0.00
H -0.407 -0.313 4.330 0.00
H 0.342 1.522 2.851 0.00
H -0.866 1.937 0.805 0.00
H -4.616 -0.158 -1.488 0.00
H -5.292 -2.045 0.191 0.00
H -4.236 -2.291 2.241 0.00
H -2.287 -1.812 3.707 0.00
C -3.376 5.545 2.552 0.00
N -2.269 5.761 1.629 0.00
C -0.986 5.519 2.116 0.00
C -2.489 5.651 0.207 0.00
N -1.735 5.020 -0.622 0.00
N -3.650 6.170 -0.268 0.00
C -4.268 7.378 0.256 0.00
C -4.049 5.794 -1.669 0.00
H -2.962 5.269 3.560 0.00
H -3.941 4.658 2.251 0.00
H -3.992 6.424 2.680 0.00
H -0.712 6.411 2.722 0.00
H -0.215 5.342 1.323 0.00
H -1.046 4.654 2.810 0.00
H -0.987 4.544 -0.149 0.00
H -3.659 7.848 1.036 0.00
H -5.263 7.250 0.735 0.00
H -4.306 8.132 -0.576 0.00
H -3.177 5.353 -2.116 0.00
H -4.490 6.656 -2.150 0.00
H -4.820 4.986 -1.623 0.00
O -5.078 2.872 0.295 0.00
S -6.184 3.447 1.155 0.00
C -7.288 2.059 1.596 0.00
C -8.330 1.849 0.409 0.00
C -8.270 3.049 -0.556 0.00
C -7.552 4.177 0.168 0.00
H -7.684 2.301 2.586 0.00
H -6.616 1.230 1.773 0.00
H -9.325 1.712 0.887 0.00
H -7.983 0.894 -0.035 0.00
H -9.369 3.351 -0.865 0.00
H -7.592 2.639 -1.396 0.00
H -8.308 4.585 0.855 0.00
H -7.152 5.054 -0.443 0.00
```

Energy above the lowest of the compared OMol25 structures with the same formula, charge and spin, eV: 1.138
Highest occupied orbital energy (alpha / beta), eV: -2.31 / -2.31
<S²>: 0.79
Total charge: -1
Gap between HOMO and LUMO (alpha / beta), hartree: 0.127 / 0.128
LUMO energy (alpha / beta), eV: 1.14 / 1.18
Multiplicity: 2

=====

Entry 7:
ORCA calculation (ωB97M-V/def2-TZVPD) on one molecule with the formula C7H9N.

```
17
Properties=species:S:1:pos:R:3:nbo_charge:R:1
C -2.254 -0.330 -0.121 -0.40
C -0.991 -0.246 -0.188 0.04
C 0.042 0.335 -0.971 -0.34
C 0.612 1.352 0.005 -0.21
C 0.065 -0.754 0.892 -0.17
C 1.001 -1.336 -0.011 -0.12
C 1.027 -0.756 -1.153 -0.24
H -2.873 0.281 -0.860 0.20
H -2.698 -0.850 0.710 0.21
H -0.231 0.951 -1.889 0.22
H 1.578 2.011 -0.213 0.21
H -0.192 2.206 0.326 0.19
H 0.357 0.750 1.897 0.36
H -0.310 -1.401 1.730 0.22
H 1.967 -1.933 0.421 0.21
H 2.102 -0.688 -1.695 0.23
N 0.798 0.410 1.119 -0.62
```

Energy above the lowest of the compared OMol25 structures with the same formula, charge and spin, eV: 4.939
Highest occupied orbital energy, eV: -8.66
Total charge: 0
Gap between HOMO and LUMO, hartree: 0.355
LUMO energy, eV: 0.99

=====

Entry 8:
ORCA calculation (ωB97M-V/def2-TZVPD) on a 2-piece molecular cluster, C4H12N4 overall.

```
20
Properties=species:S:1:pos:R:3:nbo_charge:R:1
N -0.983 -3.245 1.192 -0.83
C -0.387 -1.981 1.250 0.57
N -0.048 -1.458 0.028 -0.82
N -0.091 -1.328 2.307 -0.79
H -1.507 -3.478 2.020 0.38
H -1.533 -3.401 0.362 0.37
H -0.467 -1.822 -0.809 0.38
H 0.106 -0.464 0.031 0.41
H -0.335 -1.842 3.148 0.33
C 1.489 2.003 -2.737 -0.62
C 0.319 1.942 -1.788 -0.29
C 0.459 2.155 -0.484 -0.01
N -0.556 2.240 0.476 -0.82
H 2.404 2.138 -2.164 0.21
H 1.588 1.098 -3.329 0.21
H 1.393 2.856 -3.406 0.21
H -0.650 1.706 -2.213 0.19
H 1.450 2.368 -0.102 0.19
H -0.326 1.764 1.338 0.39
H -1.462 1.931 0.141 0.36
```

Energy above the lowest of the compared OMol25 structures with the same formula, charge and spin, eV: 0.322
Highest occupied orbital energy, eV: -8.19
Total charge: 0
Gap between HOMO and LUMO, hartree: 0.329
LUMO energy, eV: 0.75

=====

no.,strongest force on any atom (Eh/bohr)
1,0.0775
2,0.0520
3,0.1874
4,0.0080
5,0.0229
6,0.0862
7,0.1581
8,0.0106